No. 1
Formula: C26H49N5SSi4TcTe
Source: the OMol25 dataset
Level of theory: ωB97M-V with the def2-TZVPD basis set

orbital gap (spin up / spin down): 6.248 / 6.070 eV
2S+1: 2
lowest unoccupied orbital energy (spin up / spin down): -0.2500 / -0.2596 Ha
HOMO level (spin up / spin down): -0.4796 / -0.4826 Eh
ΔE to the lowest compared entry with this formula, charge and spin: 0.000 eV
charge: +2

XYZ file:
```
87
C26H49N5SSi4TcTe, DFT ωB97M-V with the def2-TZVPD basis set
Tc 0.17 -0.17 -1.97
N -1.74 -3.84 -2.71
C -0.67 -3.05 -2.65
N -0.96 -1.86 -2.14
C -2.33 -1.88 -1.87
C -3.17 -0.88 -1.38
C -4.50 -1.19 -1.24
C -5.00 -2.47 -1.57
C -4.18 -3.46 -2.07
C -2.83 -3.13 -2.22
H -1.74 -4.78 -3.06
H 0.32 -3.36 -2.96
H -2.79 0.11 -1.14
H -5.19 -0.44 -0.86
H -6.05 -2.67 -1.44
H -4.56 -4.43 -2.34
C -0.65 3.42 2.72
Si 0.50 2.15 3.46
C 0.22 2.04 5.31
C 2.28 2.57 3.06
Si 0.02 -0.03 2.65
Te 1.19 -0.05 0.26
Si -2.25 -0.68 2.66
C -2.65 -0.84 4.49
C -2.46 -2.33 1.80
C -3.37 0.62 1.91
Si 1.50 -1.70 3.50
C 1.16 -3.31 2.59
C 1.16 -1.89 5.33
C 3.28 -1.18 3.23
H -0.50 4.38 3.22
H -1.70 3.14 2.84
H -0.46 3.57 1.65
H 0.40 3.02 5.76
H 0.89 1.33 5.79
H -0.81 1.76 5.54
H 2.48 3.62 3.29
H 2.51 2.42 2.00
H 2.98 1.97 3.64
H -2.04 -1.59 4.98
H -3.70 -1.14 4.61
H -2.52 0.11 5.01
H -1.96 -3.13 2.35
H -2.06 -2.32 0.78
H -3.52 -2.59 1.74
H -3.33 1.55 2.49
H -4.40 0.26 1.93
H -3.11 0.87 0.88
H 0.18 -3.71 2.86
H 1.91 -4.05 2.86
H 1.19 -3.18 1.51
H 0.13 -2.20 5.52
H 1.35 -0.98 5.88
H 1.81 -2.67 5.73
H 3.49 -0.90 2.20
H 3.94 -2.01 3.48
H 3.55 -0.34 3.87
C -0.42 0.24 -5.19
C -0.76 1.37 -4.28
C -1.44 2.50 -4.56
C -1.60 3.25 -3.34
C -1.02 2.55 -2.34
C -0.88 2.91 -0.90
N -0.49 1.36 -2.88
H -0.75 0.49 -6.19
H -0.93 -0.69 -4.91
H 0.65 0.03 -5.24
H -1.80 2.78 -5.54
H -2.09 4.20 -3.23
H -1.34 3.88 -0.72
H 0.17 2.97 -0.61
H -1.36 2.19 -0.23
C 5.11 -1.03 -3.72
N 4.37 0.21 -3.53
C 4.98 1.51 -3.84
C 3.84 2.51 -3.54
N 2.72 1.61 -3.24
C 3.09 0.34 -3.24
S 2.04 -1.02 -2.96
H 6.10 -0.91 -3.29
H 5.21 -1.26 -4.79
H 4.60 -1.85 -3.22
H 5.30 1.54 -4.88
H 5.85 1.67 -3.21
H 3.60 3.13 -4.40
H 4.06 3.14 -2.69
H 1.77 1.91 -3.05
```

List of Löwdin charges in e, atom by atom: number 1, Tc, carries 0.753; number 2, N, carries 0.173; number 3, C, carries -0.123; number 4, N, carries -0.083; number 5, C, carries -0.239; number 6, C, carries -0.029; number 7, C, carries -0.049; number 8, C, carries -0.043; number 9, C, carries 0.020; number 10, C, carries -0.169; number 11, H, carries 0.185; number 12, H, carries 0.129; number 13, H, carries 0.092; number 14, H, carries 0.120; number 15, H, carries 0.120; number 16, H, carries 0.127; number 17, C, carries -0.194; number 18, Si, carries 0.334; number 19, C, carries -0.196; number 20, C, carries -0.211; number 21, Si, carries 0.254; number 22, Te, carries 0.634; number 23, Si, carries 0.349; number 24, C, carries -0.195; number 25, C, carries -0.196; number 26, C, carries -0.200; number 27, Si, carries 0.314; number 28, C, carries -0.214; number 29, C, carries -0.194; number 30, C, carries -0.217; number 31, H, carries 0.048; number 32, H, carries 0.022; number 33, H, carries 0.004; number 34, H, carries 0.047; number 35, H, carries 0.022; number 36, H, carries 0.025; number 37, H, carries 0.043; number 38, H, carries 0.002; number 39, H, carries 0.024; number 40, H, carries 0.021; number 41, H, carries 0.048; number 42, H, carries 0.027; number 43, H, carries 0.022; number 44, H, carries 0.007; number 45, H, carries 0.044; number 46, H, carries 0.025; number 47, H, carries 0.044; number 48, H, carries -0.006; number 49, H, carries 0.020; number 50, H, carries 0.043; number 51, H, carries 0.007; number 52, H, carries 0.021; number 53, H, carries 0.023; number 54, H, carries 0.047; number 55, H, carries -0.007; number 56, H, carries 0.043; number 57, H, carries 0.026; number 58, C, carries -0.053; number 59, C, carries -0.346; number 60, C, carries -0.015; number 61, C, carries -0.013; number 62, C, carries -0.350; number 63, C, carries -0.078; number 64, N, carries -0.175; number 65, H, carries 0.093; number 66, H, carries 0.069; number 67, H, carries 0.043; number 68, H, carries 0.121; number 69, H, carries 0.121; number 70, H, carries 0.095; number 71, H, carries 0.051; number 72, H, carries 0.042; number 73, C, carries -0.014; number 74, N, carries -0.134; number 75, C, carries -0.064; number 76, C, carries -0.076; number 77, N, carries 0.058; number 78, C, carries -0.680; number 79, S, carries 0.638; number 80, H, carries 0.106; number 81, H, carries 0.109; number 82, H, carries 0.068; number 83, H, carries 0.137; number 84, H, carries 0.136; number 85, H, carries 0.131; number 86, H, carries 0.129; number 87, H, carries 0.107



No. 2
Formula: C26H50Cl16N3O4S
Source: the OMol25 dataset
Level of theory: ωB97M-V with the def2-TZVPD basis set

orbital gap: 8.859 eV
2S+1: 1
lowest unoccupied orbital energy: -0.0869 Ha
HOMO level: -0.4125 Eh
charge: +1

XYZ file:
```
100
C26H50Cl16N3O4S, DFT ωB97M-V with the def2-TZVPD basis set
C 4.31 1.58 4.40
C 2.95 0.87 4.80
C 2.01 0.79 3.54
O 2.33 -0.43 2.86
C 1.63 -0.52 1.62
C 2.72 -0.17 0.52
N 2.35 -0.60 -0.85
C 1.38 0.27 -1.62
C 1.01 1.64 -1.00
C -0.27 2.16 -1.79
C -1.51 1.33 -1.25
C -2.49 2.14 -0.32
C -3.98 2.03 -0.84
C -5.02 1.61 0.29
S -5.88 0.09 -0.33
C -6.11 -1.07 1.01
N -5.27 -1.88 1.63
N -5.89 -2.63 2.57
C -7.18 -2.26 2.49
O -7.36 -1.31 1.56
C 1.77 -1.99 -0.80
O 2.76 -2.93 -0.40
C 2.82 -4.06 -1.29
C 1.60 -5.02 -1.19
C 0.61 -2.10 0.24
O 1.17 -1.85 1.53
H 4.44 2.49 5.03
H 5.18 0.89 4.54
H 4.28 1.84 3.32
H 2.44 1.35 5.67
H 3.21 -0.18 5.07
H 0.96 0.80 3.94
H 2.13 1.70 2.90
H 0.82 0.25 1.68
H 3.60 -0.80 0.81
H 3.09 0.87 0.60
H 3.21 -0.70 -1.40
H 1.85 0.48 -2.62
H 0.48 -0.35 -1.85
H 0.71 1.62 0.07
H 1.83 2.38 -1.19
H -0.43 3.23 -1.53
H -0.10 2.04 -2.89
H -2.02 0.83 -2.11
H -1.10 0.49 -0.63
H -2.18 3.21 -0.20
H -2.47 1.65 0.70
H -4.28 3.01 -1.27
H -4.04 1.29 -1.68
H -4.55 1.50 1.29
H -5.80 2.41 0.34
H -7.95 -2.73 3.12
H 1.46 -2.32 -1.82
H 3.00 -3.73 -2.34
H 3.72 -4.64 -0.99
H 1.49 -5.41 -0.15
H 0.63 -4.55 -1.51
H 1.72 -5.92 -1.85
H 0.22 -3.14 0.27
H -0.27 -1.45 -0.01
C -1.52 6.12 -1.51
Cl -2.17 5.31 -0.07
Cl -1.78 5.15 -2.97
H -2.03 7.07 -1.64
H -0.46 6.28 -1.38
C 2.27 2.33 8.50
Cl 0.59 1.86 8.76
Cl 2.46 3.27 7.01
H 2.61 2.93 9.34
H 2.88 1.43 8.42
C -3.74 -4.95 0.11
Cl -2.46 -3.75 -0.07
Cl -3.57 -6.26 -1.07
H -3.68 -5.37 1.11
H -4.70 -4.47 -0.03
C 6.24 2.14 -0.43
Cl 5.58 1.40 1.03
Cl 5.98 1.12 -1.85
H 5.75 3.10 -0.60
H 7.31 2.29 -0.30
C -5.98 -6.82 3.08
Cl -6.05 -5.06 2.85
Cl -7.49 -7.60 2.57
H -5.16 -7.22 2.49
H -5.81 -7.03 4.13
C -4.29 -4.33 -4.55
Cl -3.51 -5.20 -5.87
Cl -3.38 -2.87 -4.12
H -5.29 -4.04 -4.85
H -4.33 -4.98 -3.68
C 8.09 1.60 -4.66
Cl 8.84 0.75 -6.02
Cl 8.98 3.06 -4.24
H 7.07 1.87 -4.94
H 8.07 0.94 -3.80
C -0.18 7.26 -6.39
Cl -0.15 7.54 -4.65
Cl -0.70 5.61 -6.77
H -0.87 7.96 -6.85
H 0.82 7.41 -6.79
```

Löwdin population analysis, charges in e, atoms 1 to 99: number 1, C, carries -0.110; number 2, C, carries -0.210; number 3, C, carries -0.207; number 4, O, carries -0.074; number 5, C, carries -0.329; number 6, C, carries -0.051; number 7, N, carries -0.010; number 8, C, carries -0.103; number 9, C, carries -0.164; number 10, C, carries -0.179; number 11, C, carries -0.178; number 12, C, carries -0.211; number 13, C, carries -0.250; number 14, C, carries -0.433; number 15, S, carries 0.958; number 16, C, carries -0.604; number 17, N, carries 0.023; number 18, N, carries -0.121; number 19, C, carries -0.179; number 20, O, carries 0.018; number 21, C, carries -0.252; number 22, O, carries -0.090; number 23, C, carries -0.228; number 24, C, carries -0.070; number 25, C, carries -0.100; number 26, O, carries -0.011; number 27, H, carries 0.049; number 28, H, carries 0.077; number 29, H, carries 0.006; number 30, H, carries 0.018; number 31, H, carries 0.116; number 32, H, carries 0.135; number 33, H, carries 0.126; number 34, H, carries 0.150; number 35, H, carries 0.144; number 36, H, carries 0.087; number 37, H, carries 0.180; number 38, H, carries 0.153; number 39, H, carries 0.127; number 40, H, carries 0.107; number 41, H, carries 0.123; number 42, H, carries 0.056; number 43, H, carries 0.117; number 44, H, carries 0.112; number 45, H, carries 0.079; number 46, H, carries -0.029; number 47, H, carries 0.106; number 48, H, carries 0.102; number 49, H, carries 0.074; number 50, H, carries 0.084; number 51, H, carries 0.074; number 52, H, carries 0.141; number 53, H, carries 0.170; number 54, H, carries 0.127; number 55, H, carries 0.134; number 56, H, carries 0.094; number 57, H, carries 0.071; number 58, H, carries 0.094; number 59, H, carries 0.095; number 60, H, carries 0.122; number 61, C, carries -0.975; number 62, Cl, carries 0.604; number 63, Cl, carries 0.519; number 64, H, carries 0.032; number 65, H, carries 0.031; number 66, C, carries -0.999; number 67, Cl, carries 0.515; number 68, Cl, carries 0.556; number 69, H, carries 0.028; number 70, H, carries 0.030; number 71, C, carries -1.032; number 72, Cl, carries 0.529; number 73, Cl, carries 0.529; number 74, H, carries 0.001; number 75, H, carries 0.016; number 76, C, carries -0.965; number 77, Cl, carries 0.606; number 78, Cl, carries 0.531; number 79, H, carries 0.035; number 80, H, carries 0.039; number 81, C, carries -0.996; number 82, Cl, carries 0.624; number 83, Cl, carries 0.504; number 84, H, carries 0.018; number 85, H, carries 0.027; number 86, C, carries -1.030; number 87, Cl, carries 0.508; number 88, Cl, carries 0.473; number 89, H, carries 0.029; number 90, H, carries -0.014; number 91, C, carries -1.076; number 92, Cl, carries 0.517; number 93, Cl, carries 0.503; number 94, H, carries 0.017; number 95, H, carries -0.019; number 96, C, carries -1.012; number 97, Cl, carries 0.487; number 98, Cl, carries 0.498; number 99, H, carries 0.030



No. 3
Formula: C26H50DyNOP3
Source: the OMol25 dataset
Level of theory: ωB97M-V with the def2-TZVPD basis set

orbital gap (spin up / spin down): 3.939 / 7.040 eV
2S+1: 6
lowest unoccupied orbital energy (spin up / spin down): -0.4019 / -0.3266 Ha
HOMO level (spin up / spin down): -0.5467 / -0.5853 Eh
ΔE to the lowest compared entry with this formula, charge and spin: 0.000 eV
charge: +3

XYZ file:
```
82
C26H50DyNOP3, DFT ωB97M-V with the def2-TZVPD basis set
Dy -1.00 -0.25 -0.13
P 1.34 1.34 0.75
P -1.73 2.23 -1.34
P 1.62 0.06 -2.36
H -0.48 -5.18 0.95
C -0.02 -5.15 -0.05
C 1.24 -4.72 -0.23
H 1.84 -4.35 0.61
C 1.18 2.04 2.44
C 2.07 2.80 -0.07
C 2.82 0.27 1.00
C -3.36 2.29 -2.17
C -1.90 3.61 -0.14
C -0.69 3.00 -2.63
C 2.33 -1.62 -2.11
C 3.17 0.94 -2.83
C 0.94 -0.16 -4.05
H -0.62 -5.54 -0.87
H 1.72 -4.76 -1.21
H 1.34 1.26 3.19
H 0.18 2.47 2.58
H 1.92 2.84 2.58
H 1.29 3.52 -0.35
H 2.63 2.52 -0.97
H 2.76 3.30 0.63
H 2.55 -0.79 0.88
H 3.20 0.42 2.01
H 3.61 0.51 0.28
H -3.47 1.41 -2.82
H -3.43 3.20 -2.78
H -4.18 2.28 -1.44
H -2.05 4.55 -0.69
H -1.00 3.69 0.49
H -2.76 3.44 0.52
H -1.09 4.00 -2.86
H -0.70 2.39 -3.54
H 0.35 3.10 -2.29
H 2.75 -1.98 -3.06
H 1.54 -2.32 -1.79
H 3.11 -1.59 -1.35
H 3.63 0.43 -3.69
H 3.89 0.96 -2.00
H 2.93 1.97 -3.12
H 1.72 -0.58 -4.69
H 0.62 0.82 -4.44
H 0.07 -0.83 -4.03
C -1.46 -2.37 -2.64
C -2.60 -1.93 -3.35
C -2.93 -2.55 -4.55
C -2.19 -3.65 -5.01
C -1.14 -4.16 -4.23
C -0.81 -3.57 -3.02
O -0.93 -1.62 -1.67
H -1.73 1.37 2.26
H -3.17 -1.08 -2.96
H -3.77 -2.18 -5.14
H -2.45 -4.12 -5.96
H -0.58 -5.04 -4.57
H -0.06 -3.98 -2.34
C -5.30 -0.09 3.31
N -5.48 0.19 1.86
C -6.72 0.96 1.59
C -4.25 0.82 1.23
C -3.06 -0.10 1.38
C -3.11 -1.39 0.79
C -2.05 -2.29 0.99
C -0.95 -1.93 1.78
C -0.90 -0.65 2.37
C -1.90 0.30 2.08
H -5.10 0.85 3.83
H -4.48 -0.79 3.45
H -6.24 -0.53 3.68
H -5.58 -0.73 1.40
H -6.61 1.96 2.03
H -6.86 1.04 0.51
H -7.56 0.43 2.04
H -4.50 1.01 0.17
H -4.10 1.80 1.72
H -3.97 -1.67 0.18
H -2.09 -3.29 0.55
H -0.14 -2.65 1.94
H -0.08 -0.40 3.04
```

List of Löwdin charges in e, atom by atom: number 1, Dy, carries 1.025; number 2, P, carries 0.714; number 3, P, carries 0.729; number 4, P, carries 0.774; number 5, H, carries 0.060; number 6, C, carries -0.077; number 7, C, carries -0.063; number 8, H, carries 0.065; number 9, C, carries -0.272; number 10, C, carries -0.260; number 11, C, carries -0.249; number 12, C, carries -0.258; number 13, C, carries -0.253; number 14, C, carries -0.253; number 15, C, carries -0.269; number 16, C, carries -0.267; number 17, C, carries -0.261; number 18, H, carries 0.058; number 19, H, carries 0.062; number 20, H, carries 0.045; number 21, H, carries 0.029; number 22, H, carries 0.062; number 23, H, carries 0.030; number 24, H, carries 0.010; number 25, H, carries 0.067; number 26, H, carries 0.029; number 27, H, carries 0.060; number 28, H, carries 0.047; number 29, H, carries 0.036; number 30, H, carries 0.071; number 31, H, carries 0.027; number 32, H, carries 0.070; number 33, H, carries 0.033; number 34, H, carries 0.032; number 35, H, carries 0.069; number 36, H, carries 0.040; number 37, H, carries 0.025; number 38, H, carries 0.064; number 39, H, carries -0.003; number 40, H, carries 0.044; number 41, H, carries 0.064; number 42, H, carries 0.041; number 43, H, carries 0.050; number 44, H, carries 0.061; number 45, H, carries 0.038; number 46, H, carries 0.022; number 47, C, carries -0.325; number 48, C, carries 0.027; number 49, C, carries -0.008; number 50, C, carries 0.022; number 51, C, carries 0.005; number 52, C, carries 0.036; number 53, O, carries -0.284; number 54, H, carries 0.125; number 55, H, carries 0.114; number 56, H, carries 0.134; number 57, H, carries 0.143; number 58, H, carries 0.138; number 59, H, carries 0.086; number 60, C, carries 0.040; number 61, N, carries -0.193; number 62, C, carries 0.035; number 63, C, carries -0.066; number 64, C, carries -0.314; number 65, C, carries -0.097; number 66, C, carries -0.125; number 67, C, carries -0.099; number 68, C, carries -0.115; number 69, C, carries -0.157; number 70, H, carries 0.129; number 71, H, carries 0.111; number 72, H, carries 0.124; number 73, H, carries 0.177; number 74, H, carries 0.126; number 75, H, carries 0.118; number 76, H, carries 0.124; number 77, H, carries 0.119; number 78, H, carries 0.147; number 79, H, carries 0.146; number 80, H, carries 0.126; number 81, H, carries 0.137; number 82, H, carries 0.126



> Which of these has the lowest 2S+1?

C26H50Cl16N3O4S